Entry 1:
{"formula": "C14H37N3O5V", "method": "ωB97M-V with the def2-TZVPD basis set", "orbital_gap_ha": [0.3325, 0.3508], "charge": 2, "homo_ev": [-15.499, -15.501], "e_lumo_ev": [-6.451, -5.956], "multiplicity": 2, "species": ["O", "V", "C", "O", "C", "C", "N", "C", "C", "O", "C", "H", "H", "H", "H", "H", "H", "H", "H", "H", "H", "H", "H", "H", "H", "H", "C", "C", "C", "O", "C", "N", "H", "H", "H", "H", "H", "H", "H", "H", "H", "H", "H", "C", "C", "C", "O", "C", "N", "H", "H", "H", "H", "H", "H", "H", "H", "H", "H", "H"], "positions_angstrom": [[-11.54, 1.89, 2.97], [-12.79, 1.75, 2.04], [-9.73, -0.17, 0.96], [-10.63, 0.90, 0.78], [-10.25, 1.82, -0.20], [-11.40, 2.82, -0.51], [-11.89, 3.43, 0.75], [-11.01, 4.38, 1.44], [-10.96, 5.72, 0.71], [-12.34, 6.13, 0.57], [-12.71, 6.68, -0.71], [-10.06, -0.62, 1.89], [-8.67, 0.07, 0.89], [-9.84, -0.86, 0.11], [-9.68, 1.41, -1.04], [-9.44, 2.43, 0.23], [-12.17, 2.15, -0.88], [-10.88, 3.46, -1.23], [-12.68, 3.99, 0.47], [-9.98, 4.05, 1.54], [-11.46, 4.47, 2.43], [-10.45, 5.56, -0.24], [-10.42, 6.41, 1.37], [-13.79, 6.79, -0.61], [-12.48, 5.91, -1.45], [-12.36, 7.68, -0.98], [-16.68, 3.47, 0.88], [-15.19, 3.44, 1.22], [-14.93, 3.85, 2.68], [-13.61, 3.46, 3.04], [-13.23, 4.02, 4.29], [-14.71, 2.05, 0.84], [-16.91, 2.91, -0.02], [-16.98, 4.48, 0.61], [-17.24, 3.07, 1.73], [-14.64, 4.16, 0.62], [-15.64, 3.24, 3.24], [-15.21, 4.90, 2.76], [-13.84, 3.62, 5.10], [-13.09, 5.10, 4.27], [-12.22, 3.68, 4.52], [-14.85, 2.08, -0.17], [-15.51, 1.48, 1.11], [-13.59, -1.86, 4.45], [-13.10, -0.84, 3.42], [-13.41, -1.30, 1.99], [-13.07, -0.21, 1.06], [-13.40, -0.60, -0.29], [-13.65, 0.51, 3.72], [-14.57, -2.28, 4.21], [-13.42, -1.68, 5.51], [-13.06, -2.82, 4.35], [-12.01, -0.83, 3.49], [-14.47, -1.55, 2.05], [-12.87, -2.24, 1.83], [-14.37, -1.10, -0.26], [-12.80, -1.43, -0.68], [-13.34, 0.34, -0.83], [-14.66, 0.39, 3.70], [-13.44, 0.69, 4.70]], "lowdin_charge": [-0.212, 0.998, -0.051, -0.272, -0.203, -0.117, -0.086, -0.154, -0.154, -0.218, -0.062, 0.094, 0.109, 0.102, 0.144, 0.126, 0.105, 0.135, 0.086, 0.136, 0.100, 0.125, 0.137, 0.088, 0.085, 0.099, -0.023, -0.372, -0.132, -0.303, -0.043, 0.026, 0.094, 0.103, 0.098, 0.131, 0.138, 0.162, 0.114, 0.121, 0.095, 0.110, 0.109, -0.035, -0.395, -0.122, -0.307, -0.029, 0.044, 0.095, 0.099, 0.100, 0.140, 0.139, 0.155, 0.106, 0.115, 0.079, 0.123, 0.126]}

---

Entry 2:
{"formula": "C26H51Cl3HfO2P2Si2", "method": "ωB97M-V with the def2-TZVPD basis set", "orbital_gap_ha": 0.2418, "homo_ev": -6.762, "e_lumo_ev": -0.181, "species": ["Hf", "C", "C", "C", "Si", "C", "C", "Si", "H", "H", "H", "Cl", "C", "C", "C", "C", "H", "H", "H", "H", "H", "H", "H", "H", "H", "H", "H", "H", "C", "C", "P", "H", "H", "P", "H", "H", "C", "C", "C", "C", "C", "H", "C", "H", "H", "H", "H", "H", "H", "H", "C", "C", "H", "H", "H", "H", "H", "H", "H", "C", "C", "H", "H", "H", "H", "H", "H", "C", "C", "H", "H", "H", "H", "H", "H", "H", "C", "H", "H", "H", "Cl", "C", "Cl", "C", "O", "O", "H"], "positions_angstrom": [[0.09, 0.00, 0.11], [2.10, -0.16, -1.40], [1.32, -1.34, -1.61], [0.08, -0.90, -2.21], [2.00, -3.06, -1.24], [0.10, 0.51, -2.31], [1.36, 1.00, -1.78], [2.07, 2.73, -1.65], [3.14, -0.15, -1.07], [-0.69, -1.57, -2.59], [-0.66, 1.14, -2.78], [-3.16, 0.30, 2.65], [3.92, 2.69, -1.49], [1.54, 3.74, -3.12], [3.86, -3.05, -1.17], [1.39, -4.27, -2.52], [2.16, 3.42, -3.97], [1.73, 4.80, -2.93], [0.49, 3.60, -3.39], [4.24, 2.18, -0.57], [4.30, 3.72, -1.47], [4.36, 2.17, -2.35], [1.97, -4.08, -3.44], [0.33, -4.18, -2.75], [1.61, -5.29, -2.18], [4.27, -2.71, -2.12], [4.21, -4.07, -0.97], [4.21, -2.38, -0.37], [1.32, 3.41, -0.04], [1.29, -3.43, 0.48], [-0.32, 2.71, 0.33], [1.30, 4.51, -0.10], [2.00, 3.15, 0.79], [-0.34, -2.66, 0.75], [2.01, -3.03, 1.22], [1.25, -4.52, 0.62], [-0.85, -3.17, 2.46], [-1.45, -3.68, -0.35], [-1.41, 3.55, -0.95], [-0.81, 3.50, 1.94], [-0.65, 2.51, 3.09], [-1.89, 3.70, 1.81], [-0.06, 4.79, 2.27], [1.01, 4.57, 2.43], [-0.47, 5.18, 3.21], [-0.16, 5.56, 1.50], [-1.31, 1.64, 2.96], [-0.95, 3.00, 4.03], [0.38, 2.17, 3.20], [-0.99, 3.21, -1.91], [-1.35, 5.08, -0.89], [-2.87, 3.07, -0.87], [-0.34, 5.48, -1.02], [-1.78, 5.45, 0.06], [-1.97, 5.47, -1.70], [-3.00, 2.05, -1.24], [-3.49, 3.73, -1.48], [-3.25, 3.12, 0.16], [-1.04, -3.53, -1.36], [-2.90, -3.19, -0.33], [-1.41, -5.18, -0.02], [-0.40, -5.62, -0.10], [-2.05, -5.71, -0.74], [-1.81, -5.38, 0.98], [-3.03, -2.24, -0.87], [-3.28, -3.05, 0.69], [-3.54, -3.93, -0.83], [-0.76, -1.99, 3.42], [-0.06, -4.35, 3.03], [-1.91, -3.44, 2.36], [1.00, -4.09, 3.13], [-0.16, -5.26, 2.43], [-0.45, -4.56, 4.04], [0.25, -1.60, 3.50], [-1.08, -2.31, 4.43], [-1.43, -1.16, 3.12], [-2.12, -0.01, 0.07], [-2.59, -0.10, -0.93], [-2.53, -0.84, 0.66], [-2.52, 0.93, 0.49], [3.46, 2.14, 2.89], [3.06, 0.43, 3.29], [1.79, 0.27, 4.53], [2.61, -0.18, 1.97], [3.37, -0.88, 1.31], [1.37, 0.13, 1.62], [3.96, -0.09, 3.61]], "lowdin_charge": [1.384, -0.188, -0.349, -0.184, 0.517, -0.188, -0.356, 0.509, 0.107, 0.116, 0.115, -0.187, -0.164, -0.165, -0.162, -0.166, 0.041, 0.042, 0.027, 0.032, 0.044, 0.043, 0.041, 0.024, 0.042, 0.043, 0.043, 0.022, -0.405, -0.397, 0.980, 0.044, 0.008, 0.983, 0.048, 0.042, -0.527, -0.518, -0.519, -0.522, -0.171, 0.107, -0.118, 0.071, 0.087, 0.057, -0.049, 0.089, 0.012, 0.067, -0.109, -0.109, 0.064, 0.079, 0.085, 0.053, 0.082, 0.081, 0.066, -0.110, -0.107, 0.064, 0.085, 0.078, 0.052, 0.082, 0.082, -0.167, -0.118, 0.106, 0.076, 0.059, 0.086, 0.012, 0.089, -0.047, -0.445, -0.001, -0.095, -0.104, 0.640, -0.923, 0.673, -0.683, 0.053, -0.257, 0.076]}

---

Entry 3:
{"formula": "C4H10O2S2", "method": "ωB97M-V with the def2-TZVPD basis set", "orbital_gap_ha": 0.3547, "e_above_lowest_kj_mol": 113.4, "homo_ev": -9.160, "e_lumo_ev": 0.492, "smiles": "CSSCCC=O.O", "species": ["C", "S", "S", "C", "C", "C", "O", "H", "H", "H", "H", "H", "H", "H", "H", "O", "H", "H"], "positions_angstrom": [[-0.35, 0.95, 1.88], [1.24, 0.12, 1.75], [0.85, -1.85, 1.67], [0.47, -2.38, -0.02], [0.48, -1.26, -1.07], [1.85, -0.71, -1.37], [2.10, -0.23, -2.44], [-0.25, 1.81, 2.55], [-1.04, 0.28, 2.41], [-0.80, 1.23, 0.93], [1.19, -3.14, -0.32], [-0.53, -2.77, 0.00], [-0.17, -0.44, -0.76], [0.00, -1.54, -2.01], [2.72, -0.85, -0.69], [-2.70, 3.25, -1.00], [-2.86, 4.14, -1.31], [-2.20, 3.41, -0.19]], "lowdin_charge": [-0.464, 0.447, 0.491, -0.530, -0.234, -0.305, 0.051, 0.029, 0.029, 0.021, 0.074, 0.062, 0.096, 0.124, 0.114, -0.059, 0.029, 0.026]}

---

Entry 4:
{"formula": "C4H10NP", "method": "ωB97M-V with the def2-TZVPD basis set", "orbital_gap_ha": 0.3236, "e_above_lowest_kj_mol": 348.8, "homo_ev": -8.842, "e_lumo_ev": -0.036, "species": ["C", "C", "C", "C", "N", "P", "H", "H", "H", "H", "H", "H", "H", "H", "H", "H"], "positions_angstrom": [[1.67, 0.31, -0.32], [0.66, 0.57, -0.92], [2.84, -0.06, 0.43], [-1.45, -1.74, 0.02], [-1.88, -0.48, -0.51], [-2.89, 0.49, 0.16], [-0.42, 2.42, 0.50], [-0.18, 0.83, -1.48], [3.40, -0.83, -0.11], [3.49, 0.80, 0.58], [2.56, -0.46, 1.41], [-0.37, -1.70, 0.13], [-1.90, -2.03, 0.98], [-1.68, -2.50, -0.73], [-0.96, 2.93, 0.75], [-2.89, 1.44, -0.90]], "lowdin_charge": [-0.204, 0.027, -0.115, -0.266, -0.508, 0.764, 0.002, 0.006, 0.079, 0.077, 0.078, 0.056, 0.053, 0.076, 0.031, -0.155]}

---

Entry 5:
{"formula": "N3O4", "method": "ωB97M-V with the def2-TZVPD basis set", "orbital_gap_ha": [0.1739, 0.2975], "charge": -1, "e_above_lowest_kj_mol": 0.0, "homo_ev": [-0.565, -5.177], "e_lumo_ev": [4.168, 2.919], "multiplicity": 3, "species": ["N", "N", "N", "O", "O", "O", "O"], "positions_angstrom": [[-1.00, -0.20, -0.84], [-1.83, -0.31, -0.10], [1.35, 0.25, 0.04], [-2.61, -0.50, 0.75], [2.06, -0.39, -0.77], [0.60, -0.34, 0.85], [1.44, 1.49, 0.07]], "lowdin_charge": [0.262, -0.307, -0.811, 0.046, -0.046, -0.102, -0.043]}

---

Entry 6:
{"formula": "C22H42N7O8P2SSi", "method": "ωB97M-V with the def2-TZVPD basis set", "orbital_gap_ha": 0.3154, "charge": 1, "homo_ev": -11.013, "e_lumo_ev": -2.432, "species": ["C", "C", "P", "C", "C", "C", "N", "C", "N", "C", "C", "C", "C", "S", "C", "N", "N", "C", "O", "C", "P", "O", "O", "O", "N", "C", "C", "C", "N", "O", "N", "Si", "C", "C", "C", "H", "H", "H", "H", "H", "H", "H", "H", "H", "H", "H", "H", "H", "H", "H", "H", "H", "H", "H", "H", "H", "H", "H", "H", "H", "H", "H", "H", "H", "H", "H", "H", "H", "H", "H", "H", "H", "H", "C", "C", "O", "C", "O", "O", "H", "H", "H", "H"], "positions_angstrom": [[4.94, 0.51, 0.15], [3.74, 0.07, -0.71], [2.20, 0.87, -0.06], [1.98, 2.44, -0.98], [3.33, 3.15, -1.25], [0.75, -0.12, -0.54], [-0.14, 0.51, -1.32], [-1.11, -0.36, -1.55], [-2.16, 0.03, -2.30], [-3.36, -0.70, -2.65], [-4.68, -0.25, -1.94], [-4.55, 0.00, -0.43], [-5.78, -0.59, 0.33], [-5.37, -1.73, 1.68], [-5.03, -0.73, 3.07], [-4.18, -1.16, 3.91], [-4.15, -0.21, 4.93], [-4.96, 0.69, 4.60], [-5.57, 0.45, 3.42], [-2.07, 1.40, -2.82], [-2.37, 2.77, -1.63], [-1.50, 3.89, -1.98], [-2.09, 2.28, -0.13], [-3.91, 3.22, -1.85], [-0.85, -1.55, -0.98], [-1.54, -2.83, -0.98], [-2.80, -2.87, -0.11], [-3.05, -4.35, 0.21], [-3.07, -4.78, 1.53], [-3.20, -5.12, -0.73], [0.34, -1.36, -0.29], [1.27, -2.49, 0.77], [2.24, -1.67, 2.15], [2.38, -3.51, -0.37], [0.14, -3.74, 1.65], [5.04, -0.16, 1.00], [5.83, 0.50, -0.46], [4.80, 1.50, 0.56], [3.90, 0.34, -1.75], [3.60, -1.00, -0.62], [1.53, 2.28, -1.95], [1.34, 3.13, -0.44], [3.91, 3.33, -0.35], [3.12, 4.08, -1.76], [3.87, 2.54, -1.96], [-3.55, -0.48, -3.70], [-3.31, -1.78, -2.60], [-4.96, 0.69, -2.42], [-5.42, -0.99, -2.21], [-4.61, 1.07, -0.27], [-3.61, -0.33, -0.01], [-6.48, -1.10, -0.32], [-6.34, 0.23, 0.76], [-5.13, 1.54, 5.23], [-1.13, 1.58, -3.33], [-2.85, 1.54, -3.56], [-2.60, 2.79, 0.51], [-4.29, 3.44, -0.99], [-0.91, -3.65, -0.66], [-1.76, -3.06, -2.01], [-2.67, -2.33, 0.82], [-3.69, -2.56, -0.65], [-3.08, -4.02, 2.20], [-3.88, -5.37, 1.66], [2.33, -2.38, 2.97], [3.25, -1.51, 1.79], [1.88, -0.70, 2.47], [2.01, -4.54, -0.37], [3.41, -3.55, -0.03], [2.30, -3.18, -1.40], [0.61, -4.02, 2.58], [-0.77, -3.21, 1.94], [-0.10, -4.60, 1.04], [6.91, 4.92, 1.09], [8.07, 3.96, 1.06], [7.63, 2.97, 0.12], [6.71, 3.55, -0.69], [6.27, 3.05, -1.67], [6.35, 4.77, -0.22], [7.21, 5.95, 1.26], [6.15, 4.65, 1.83], [8.99, 4.42, 0.68], [8.28, 3.51, 2.03]], "lowdin_charge": [-0.143, -0.376, 1.049, -0.396, -0.142, -0.413, 0.144, -0.293, -0.041, -0.135, -0.146, -0.237, -0.424, 1.013, -0.706, 0.035, 0.069, -0.196, 0.064, -0.142, 0.446, -0.258, -0.122, -0.120, 0.047, -0.101, -0.119, -0.526, 0.169, 0.072, -0.023, 0.578, -0.162, -0.156, -0.157, 0.062, 0.078, 0.045, 0.080, 0.042, 0.070, 0.075, 0.054, 0.088, 0.055, 0.126, 0.106, 0.103, 0.115, 0.079, 0.081, 0.075, 0.079, 0.138, 0.112, 0.111, 0.091, 0.078, 0.106, 0.135, 0.088, 0.094, 0.081, 0.119, 0.043, 0.015, 0.024, 0.031, 0.038, 0.034, 0.043, 0.025, 0.034, -0.112, -0.110, 0.057, -0.583, 0.149, 0.058, 0.135, 0.132, 0.136, 0.134]}

---

| no. | total energy (eV) |
| --- | --- |
| 1 | -55498.0461 |
| 2 | -105096.5722 |
| 3 | -30075.0528 |
| 4 | -15084.6831 |
| 5 | -12652.6089 |
| 6 | -87592.9555 |